[1]
52
Properties=species:S:1:pos:R:3:forces:R:3 method="wB97M-V/def2-TZVPD" total_charge=+1 multiplicity=5 homo_energy_ha="-0.3935 / -0.3945" s_squared=6.051 homo_lumo_gap_ev="6.8 / 7.3"
C 1.344005 1.619446 4.470779 -0.1 -0.1 0.1
H -3.238281 -1.971897 -3.476888 0.0 0.0 0.0
H -3.339561 1.064553 -2.473389 0.0 0.0 0.0
C -0.645777 -0.744830 2.301435 0.3 0.4 0.5
H -1.828542 0.583602 -1.900023 0.0 -0.3 0.1
Mn 0.701782 -0.027127 -0.091165 -1.4 0.4 -0.9
H -2.917285 3.158763 -0.924056 -0.1 0.0 0.0
O -0.491825 1.521014 -0.517470 0.7 -0.3 0.4
O 1.913703 -1.389344 0.324768 0.5 0.7 0.4
O -1.637951 2.165767 1.344802 0.3 0.0 -0.1
C 3.338607 0.284566 -0.543773 0.1 -0.3 0.2
H -1.378486 -3.550026 -3.009705 0.0 0.0 0.0
Br 0.978200 1.940731 -3.377293 0.0 0.0 0.0
H 3.765390 2.687130 -3.435223 0.0 0.0 0.0
H -0.826366 -1.935386 4.053183 0.0 0.0 0.0
H 1.488819 1.862895 5.515120 0.0 0.0 0.0
S -0.644626 -1.157586 -1.940260 0.1 -0.4 0.1
H -2.515272 -4.755621 -2.427623 0.0 0.0 0.0
C 4.766238 1.659695 -1.828672 0.2 0.0 0.1
N -0.687201 -0.968044 1.039261 -0.2 -0.3 -0.1
O 3.827504 -0.902396 1.452878 0.1 -0.3 0.1
H -2.669625 -3.681173 -0.410957 0.0 0.0 0.0
C -1.472720 -1.472580 3.305015 0.0 0.0 0.0
H 2.702433 3.117517 3.731830 0.0 0.0 0.0
H -4.413365 -3.123431 -2.807819 0.0 0.0 0.0
N 0.972038 0.983431 1.820289 0.5 -0.2 0.3
C 0.467279 0.604674 4.106441 0.1 0.1 0.3
C 2.020721 2.314646 3.489943 0.0 0.1 -0.1
H -0.082745 0.053464 4.854727 0.0 0.0 0.0
C 0.307407 0.314729 2.769453 -0.5 -0.4 -0.3
C 4.601031 0.766112 -0.777912 0.1 0.1 -0.1
C -1.481422 -2.130271 -0.749580 -0.3 0.0 0.5
C 3.063559 -0.753998 0.545368 -0.3 0.0 -0.5
C -2.729654 2.105227 -0.731217 -0.2 -0.1 -0.4
C 1.802798 1.957675 2.169471 -0.1 0.0 -0.1
H -1.998922 2.005606 -2.696953 0.0 0.0 0.1
C 2.430181 1.493202 -2.267070 0.1 0.2 -0.1
N 2.255904 0.657468 -1.256968 0.4 0.1 0.2
H -3.601827 1.669426 -0.253633 0.0 0.0 0.0
N -2.232419 -3.163801 -1.157763 0.0 -0.1 -0.3
C -1.510247 1.933964 0.164869 -0.3 -0.1 0.2
C -3.453404 -3.030749 -3.319265 0.0 0.0 0.0
N -1.516688 -1.948853 0.565725 0.5 0.4 -0.3
H -2.136131 -0.776207 3.823382 0.0 0.0 0.0
H 5.413837 0.427887 -0.150578 0.0 0.0 0.0
C 3.673532 2.019948 -2.591129 -0.1 0.0 -0.1
H 5.743285 2.062866 -2.063413 0.0 0.0 0.0
H -2.064561 -2.238675 2.820808 0.0 0.0 0.0
C -2.339343 -3.684356 -2.516546 0.0 0.1 0.1
H -3.542717 -3.506635 -4.297090 0.0 0.0 0.0
N -2.482163 1.397602 -2.035872 -0.3 0.5 -0.1
H 2.300874 2.479379 1.359758 0.0 0.0 0.0



[2]
81
Properties=species:S:1:pos:R:3:forces:R:3 method="wB97M-V/def2-TZVPD" total_charge=-1 homo_energy_ha=-0.0731 homo_lumo_gap_ev=3.8
Cl 1.029205 6.495329 -0.506608 0.0 0.0 0.0
Cl 4.877805 0.939998 2.878987 0.1 0.1 0.0
Cl 5.122945 -4.329220 3.937659 0.0 0.0 -0.1
H 0.301365 -0.544612 -6.026473 1.1 -1.1 -0.5
H 1.629209 0.882526 -4.511050 0.7 1.3 -0.6
C 3.802717 1.865291 1.819943 -0.3 -0.1 0.1
Cl 0.979956 1.390872 8.022564 0.0 0.0 0.0
Cl 6.217698 -4.037516 -0.039305 0.0 0.0 0.0
H 0.141558 6.235881 -2.657646 0.0 0.1 -0.1
H 0.121211 -6.124335 3.459970 0.0 -0.1 -0.1
Cl 7.225343 -1.476832 0.887167 0.0 0.0 0.0
Cl -4.575155 -0.757742 -0.909955 -0.2 -0.1 -0.2
Cl 2.279827 6.283311 -6.844720 -0.1 0.1 0.0
C 0.254874 0.905760 -1.830212 -0.4 0.7 0.0
Cl 4.954189 -0.642449 -2.950957 0.0 0.1 -0.1
C 4.736003 -2.611168 4.056761 0.0 -0.1 0.3
Cl -5.569840 0.298453 4.611562 0.0 0.0 0.0
Cl 0.233501 4.824541 -5.377105 0.0 0.2 0.1
Cl -1.899694 -1.496462 -1.847339 -0.3 0.1 0.0
Cl -10.520399 -4.556279 1.895630 0.0 0.0 0.0
Cl 5.268638 2.686395 -7.672308 -0.1 0.0 -0.1
C -3.603188 -1.346856 -2.269277 0.3 -0.1 0.0
Cl -1.577136 -4.525492 3.285898 0.0 -0.1 0.0
Cl -3.800176 -0.290365 -3.667993 -0.1 0.0 -0.1
Cl -4.040159 -5.755462 5.606910 -0.2 0.0 0.0
Cl 6.075240 -1.719285 4.781735 0.0 0.0 0.0
Cl -0.052197 1.319962 5.306289 0.0 -0.1 0.1
Cl 3.251482 -2.370217 4.982054 0.4 0.4 0.1
C -0.208835 -5.307144 4.081892 0.0 0.3 0.1
Cl -1.716002 6.875782 -1.383077 0.0 0.1 0.0
Cl -0.676228 -5.968007 5.656049 0.1 0.0 -0.1
Cl -6.148490 -2.216856 3.276804 0.4 0.0 0.3
C 5.919884 -2.297947 0.031258 0.1 -0.1 0.2
C 0.126505 -0.422088 -4.984551 0.1 -0.7 -0.6
H -0.710854 1.414546 0.796254 0.1 -0.2 -0.4
C -1.731668 1.456215 1.158648 -0.1 -0.1 -0.3
H 0.708000 -0.083951 -1.829459 0.3 -0.2 0.2
Cl 2.135982 1.690962 2.352314 -0.1 -0.1 0.0
Cl -0.471539 4.255102 -1.587601 0.1 0.1 0.0
C -5.594071 -0.552489 3.067886 -0.1 0.0 0.1
Cl 4.527811 1.829808 -4.401758 0.0 0.0 0.0
C -0.208262 5.989970 -1.666941 -0.1 -0.3 0.1
C -0.206703 1.226459 -3.269561 1.0 -1.3 2.1
H -4.586672 -0.578249 2.679237 0.1 0.0 -0.1
H -8.882434 -4.597266 0.226628 0.0 -0.1 -0.1
Cl -1.737045 2.310448 2.700949 -0.1 0.2 0.3
H 4.578528 -2.230696 3.060285 0.0 0.0 0.1
Cl -4.166402 -3.324303 7.178352 0.0 0.0 0.0
C 0.637772 0.577282 -4.293828 -0.8 1.0 0.2
H 5.883535 -1.917656 -0.978168 0.0 0.0 0.0
Cl 2.385270 2.792682 -7.202154 0.2 0.0 -0.1
H -0.290265 2.279141 -3.464876 0.2 0.7 -0.1
Cl -5.423394 -5.748581 8.161040 -0.1 0.0 0.0
Cl 4.368781 -1.963361 0.798190 -0.2 0.1 -0.5
C 3.660753 2.552818 -8.394251 -0.1 0.0 0.1
Cl 0.339618 -1.152928 6.775268 0.0 -0.1 0.0
Cl 3.516444 3.677815 -9.750635 -0.1 0.0 0.0
H -1.207120 0.835485 -3.376149 -0.6 -0.1 -0.4
H -5.932062 -4.527256 6.230327 -0.1 0.0 -0.1
Cl 5.201363 1.941638 -1.601077 0.1 -0.1 0.1
H -0.030358 6.235460 -7.202843 0.0 0.1 -0.1
C 5.429584 1.055542 -3.110317 -0.3 0.1 0.1
Cl 0.202346 7.751785 -5.434583 0.0 -0.1 0.0
Cl -7.690904 -5.155196 2.161516 0.0 0.0 0.0
C -8.905813 -4.251115 1.247585 0.0 0.2 0.2
Cl -8.544039 -2.528354 1.255339 -0.3 -0.2 -0.3
H -3.964623 -2.326847 -2.536007 -0.2 -0.1 0.0
Cl 4.238669 3.565049 1.775716 0.2 0.2 0.0
C 0.591583 6.273214 -6.322605 0.1 -0.2 0.1
H 3.895685 1.466954 0.820518 -0.1 -0.1 -0.1
H 6.479623 1.091297 -3.352768 0.1 -0.1 0.0
C 0.930048 0.486690 6.504560 -0.1 0.1 -0.1
H 1.936443 0.418282 6.118724 0.1 0.0 0.0
C -5.014193 -4.801286 6.725981 0.2 0.0 0.0
Cl 1.126461 -4.170422 4.272572 -0.4 -0.4 -0.1
H 3.539411 1.550815 -8.773831 0.1 -0.1 -0.1
Cl -2.319493 -0.206535 1.359701 0.3 0.1 0.3
H -0.464026 -1.097812 -4.429055 -1.9 -0.3 -0.1
H 0.923192 1.661916 -1.432742 0.6 0.1 0.1
Cl -2.704726 2.320124 -0.021239 -0.1 -0.1 0.1
Cl -6.611893 0.299037 1.904304 0.0 0.0 0.0



[3]
42
Properties=species:S:1:pos:R:3:forces:R:3 method="wB97M-V/def2-TZVPD" total_charge=-1 multiplicity=4 homo_energy_ha="0.0013 / -0.1518" s_squared=3.789 homo_lumo_gap_ev="3.2 / 7.3"
H 1.472705 3.315750 4.113897 -0.4 -0.3 -0.2
H -1.357152 -2.607677 -1.162219 0.2 0.6 0.1
P -0.503437 2.075315 0.339430 -0.3 0.2 0.3
C 1.394975 -0.733103 -1.502686 0.7 -0.2 -0.9
C -1.552537 0.908757 3.616103 -1.5 0.4 0.8
C 0.801695 -3.135173 3.948524 -0.4 0.1 0.0
C -1.751246 -3.503825 5.025277 0.3 0.0 0.0
H 1.762123 1.198679 2.843413 -0.2 0.1 0.2
H -0.850409 -5.093828 6.213486 0.0 0.3 -0.2
C 0.756270 -1.903898 -0.994248 -0.1 -0.5 -0.3
C -0.688319 -4.314047 5.464305 0.0 0.3 -0.3
H -1.041449 2.912240 -0.678753 0.2 -0.1 0.0
C -0.267449 -2.335018 3.479614 0.0 -0.3 0.1
C 1.692392 -1.233265 1.872249 0.4 -0.2 0.3
Co -0.030298 -0.088743 -0.160280 -0.5 0.3 1.0
H 2.186833 -1.134299 2.848294 0.3 0.3 -0.5
H -2.374087 -1.883629 3.710467 0.3 -0.4 0.1
H -2.707846 2.370222 4.736017 0.4 -0.1 -0.3
C -0.278398 0.521748 3.145087 1.4 -1.1 -1.4
H -0.759963 3.907561 5.068480 0.0 -0.4 -0.2
H 2.080310 -0.569738 1.078581 0.0 -0.2 0.6
C -0.620825 -1.818069 -1.348855 0.2 -0.9 -0.2
H 1.241862 -2.742565 -0.464949 -0.4 0.7 -0.4
C 0.619488 2.634668 3.984499 1.4 -0.9 -0.9
C -0.634517 2.973293 4.510528 -1.3 0.5 0.7
H 1.809312 -3.001498 3.539944 -0.5 -0.2 0.2
H 0.632345 0.963404 -2.792402 -0.2 -0.7 0.5
C -1.724057 2.108908 4.320541 0.4 -0.3 -0.3
C -0.818062 -0.639820 -2.101854 -0.4 0.3 -0.9
C -1.544492 -2.516954 4.050882 0.3 -0.3 0.1
H -2.418297 0.260913 3.440874 0.2 0.3 0.1
C 0.591512 -4.116781 4.920431 -0.2 0.1 0.0
P -0.091617 -1.033109 2.148671 -0.9 1.2 1.4
H -2.756454 -3.645216 5.437971 0.4 0.0 -0.1
H 2.472627 -0.587124 -1.558996 -0.3 0.2 0.3
H -1.472287 2.421186 1.313758 0.2 0.0 0.0
H 1.783169 -2.277747 1.533514 0.2 0.5 0.0
H -1.739872 -0.352599 -2.617842 0.4 -0.1 0.4
C 0.430033 0.044348 -2.214866 0.2 -0.1 -0.7
C 0.791214 1.427853 3.292580 0.1 0.9 0.8
H 0.499831 2.988223 0.778637 -0.2 -0.2 -0.1
H 1.436371 -4.735942 5.241095 -0.3 0.2 -0.1